(i)
The following is a quantum chemistry calculation of a 3-piece molecular cluster, C5H7NO3 overall, from the Open Molecules 2025 dataset.

molecular weight	129.115	g/mol
frontier orbital gap	6.49	eV

Last column: natural (NBO) charge in e.
Geometry (Å):
C1 1.8798 1.0104 0.7787  -0.676
C2 0.7643 0.3245 0.0158  -0.170
C3 -0.1078 0.8849 -0.9620  -0.352
C4 -1.1796 0.0305 -0.9193  0.381
C5 0.3839 -0.9572 0.3617  0.346
H1 1.4014 0.6299 1.8608  0.254
H2 2.1694 2.1613 0.7835  0.244
H3 2.8912 0.7265 0.3715  0.216
H4 -0.2223 2.0088 -1.0204  0.228
H5 -3.0590 1.3496 -0.9848  0.466
H6 -2.6887 -1.5645 -0.3773  0.494
H7 2.2723 -1.7055 0.3942  0.472
N1 -0.9689 -1.0891 -0.1035  -0.102
O1 -2.5319 0.1704 -1.4122  -0.713
O2 -1.9797 -2.0767 0.0424  -0.493
O3 0.9756 -1.9039 1.1708  -0.596



(ii)
The following is a quantum chemistry calculation of one molecule with the formula C5H7NO3, from the Open Molecules 2025 dataset.

molecular weight	129.115	g/mol
frontier orbital gap	8.21	eV
SMILES	COc1oc(O)cc1N

Last column: natural (NBO) charge in e.
Geometry (Å):
C1 -1.9255 -1.4847 0.4786  -0.256
O1 -1.4927 -0.7937 -0.7150  -0.503
C2 -0.2861 -0.2354 -0.4653  0.447
O2 0.7963 -0.9927 -0.4441  -0.435
C3 1.8685 -0.2263 -0.1553  0.545
O3 3.0169 -0.9237 0.0856  -0.681
C4 1.4944 1.0328 0.0795  -0.389
C5 0.0833 1.0515 -0.1599  0.045
N1 -0.7595 2.1361 0.0030  -0.810
H1 -1.1794 -2.2182 0.7493  0.187
H2 -2.1755 -0.7464 1.2860  0.184
H3 -2.8423 -1.9627 0.1498  0.191
H4 3.2607 -1.5185 -0.6315  0.492
H5 2.1527 1.8067 0.5014  0.236
H6 -1.6205 2.0471 -0.4940  0.375
H7 -0.3913 3.0280 -0.2682  0.370



(iii)
The following is a quantum chemistry calculation of one molecule with the formula C5H7NO3, from the Open Molecules 2025 dataset.

molecular weight	129.115	g/mol
frontier orbital gap	11.13	eV
SMILES	C#C[C@](C)(O)OC(N)=O

Last column: natural (NBO) charge in e.
Geometry (Å):
C1 -1.5490 2.1316 -0.2659  -0.179
C2 -0.6008 1.4041 -0.3195  -0.081
C3 0.5194 0.4617 -0.4150  0.453
C4 1.8177 1.1236 0.0391  -0.608
O1 0.6826 -0.0204 -1.7000  -0.698
O2 0.2729 -0.6225 0.5274  -0.526
C5 -0.7475 -1.4531 0.2444  0.893
N1 -0.9095 -2.3575 1.2323  -0.828
O3 -1.4243 -1.4091 -0.7559  -0.664
H1 -2.3641 2.7907 -0.2150  0.232
H2 1.7180 1.4614 1.0660  0.224
H3 2.0273 1.9664 -0.6122  0.230
H4 2.6230 0.3989 -0.0361  0.228
H5 -0.1453 -0.4634 -1.9585  0.509
H6 -0.3032 -2.3499 2.0318  0.406
H7 -1.6170 -3.0627 1.1371  0.410



Structures ranked by computed energy, the most stable listed first: (iii), (ii), (i).